C5H5N as an isolated structure at a distorted geometry, computed with ωB97M-V/def2-TZVPD.

```
11
Properties=species:S:1:pos:R:3:mulliken_charge:R:1
C 0.640 -0.041 1.458 -0.334
C 0.161 -1.104 2.053 -0.033
C -0.910 -1.860 0.593 0.105
C 0.359 0.181 -0.012 -0.496
C -0.850 -0.730 -0.336 -0.265
N -0.595 -2.249 1.738 -0.423
H 1.286 0.643 1.980 0.348
H 0.161 1.228 -0.254 0.287
H 1.237 -0.135 -0.586 0.255
H -0.802 -1.098 -1.363 0.283
H -1.789 -0.179 -0.217 0.274
```

As for the gap between HOMO and LUMO (alpha / beta): 8.60 / 8.30 eV. The total charge is 0. The value obtained for the energy above the lowest of the compared OMol25 structures with the same formula, charge and spin is 515.0 kJ/mol.